[1]
DFT (ωB97M-V/def2-TZVPD) results for a cluster of 3 separate species, C3H11NO2 in total.

Positions of all 17 atoms, in Å:
C1 -2.42907 0.04434 -1.91318
C2 -1.45042 0.10703 -2.92300
C3 -0.75323 1.38134 -2.87458
N1 -0.31810 1.90592 -1.57389
H1 -2.59814 0.97961 -1.36979
H2 -3.02212 -0.83119 -1.67347
H3 -1.73326 -0.56977 -3.72254
H4 0.16529 1.40501 -3.37955
H5 -1.37100 2.10076 -3.33314
H6 -0.80734 2.71834 -1.29113
H7 0.70860 2.13454 -1.68643
O1 0.38117 -1.06423 1.82315
H8 -0.18149 -0.34122 1.39807
H9 1.22745 -0.59431 2.03930
O2 3.47615 -2.14133 5.69001
H10 4.04582 -1.52672 5.14156
H11 2.73071 -2.36825 5.05361

Forces on the atoms, in the same order (eV/Å):
C 2.20 0.26 -2.04
C -5.15 -1.04 3.90
C 1.47 1.14 -0.08
N 2.09 -0.94 0.14
H 0.20 -0.75 0.57
H -0.20 0.20 -0.39
H 1.50 -0.13 -0.32
H 0.97 -0.49 -1.64
H -0.78 1.06 -0.91
H -0.39 0.78 0.22
H -1.90 -0.11 0.63
O 0.05 2.12 -0.48
H 1.15 -1.48 0.76
H -1.19 -0.63 -0.34
O -0.43 0.69 -2.28
H -0.94 -1.07 1.02
H 1.36 0.38 1.26

Computed properties:
ΔE to the lowest compared entry with this formula, charge and spin: 56.88 kcal per mole
Structure (SMILES): C=CCN.O.O
Kohn-Sham gap: 9.718 eV



[2]
DFT (ωB97M-V/def2-TZVPD) results for a cluster of 12 separate species, C49H127N5O16 in total.

Positions of all 197 atoms, in Å:
C1 -15.80632 -1.21988 25.64592
O1 -15.16631 -2.50593 25.41531
C2 -15.61546 -3.22031 24.21908
C3 -15.36009 -2.43904 22.94145
C4 -16.19391 -2.95535 21.73320
N1 -13.95614 -2.45389 22.55221
H1 -15.48796 -0.42855 24.96728
H2 -15.52200 -0.80961 26.61491
H3 -16.89165 -1.29743 25.71025
H4 -15.06083 -4.15851 24.20320
H5 -16.65431 -3.49233 24.40583
H6 -15.57813 -1.37333 23.01084
H7 -15.87786 -2.49388 20.79765
H8 -17.22762 -2.69134 21.95643
H9 -16.17612 -4.02398 21.51918
H10 -13.44706 -2.41230 23.42354
H11 -13.86643 -3.36117 22.11760
C5 -19.28436 -7.94566 20.40349
O2 -18.29064 -6.89637 20.38595
C6 -17.30014 -7.10437 19.36177
C7 -16.20677 -5.99078 19.34487
N2 -15.22428 -6.29019 20.35761
C8 -14.10246 -5.42087 20.11896
C9 -12.91857 -5.73675 21.14651
O3 -13.39809 -5.46465 22.45767
C10 -12.44019 -5.74974 23.43798
H12 -18.88809 -8.88387 20.79186
H13 -19.67293 -8.05769 19.39128
H14 -20.15251 -7.54251 20.92492
H15 -17.79519 -7.03838 18.39292
H16 -16.82664 -8.08614 19.36547
H17 -16.69755 -5.01767 19.36248
H18 -15.74541 -6.05277 18.35928
H19 -15.53025 -6.09852 21.30088
H20 -14.38178 -4.36736 20.13317
H21 -13.74836 -5.55504 19.09684
H22 -12.09560 -5.02945 21.04379
H23 -12.46270 -6.72676 21.15945
H24 -11.57826 -5.08263 23.45041
H25 -11.97195 -6.73243 23.38175
H26 -13.02735 -5.72499 24.35598
C11 -18.35473 -5.90996 23.52457
O4 -18.80335 -5.26614 24.63729
C12 -18.41691 -5.82968 25.84866
C13 -19.10673 -5.06181 26.98052
N3 -18.66550 -3.63496 26.92483
C14 -19.47225 -2.82826 27.83883
C15 -19.54615 -1.38465 27.58330
O5 -20.18065 -1.02661 26.38112
C16 -20.29258 0.39667 26.18734
H27 -18.97952 -6.76662 23.27186
H28 -17.27657 -6.04190 23.61551
H29 -18.39131 -5.26696 22.64519
H30 -17.33679 -5.81371 25.99417
H31 -18.77474 -6.85910 25.86759
H32 -18.78735 -5.55227 27.90006
H33 -20.19351 -5.11287 26.91412
H34 -19.04449 -3.38423 26.02283
H35 -19.11071 -2.98809 28.85462
H36 -20.50155 -3.18691 27.84308
H37 -18.54058 -0.96720 27.63507
H38 -20.07416 -0.85408 28.37564
H39 -20.32752 0.70876 25.14356
H40 -19.36707 0.86742 26.51889
H41 -21.18417 0.74642 26.70777
C17 -16.93343 -7.16944 15.83430
O6 -17.60028 -5.87627 16.09493
C18 -18.89805 -5.87903 15.58653
C19 -19.92270 -6.77737 16.29078
N4 -20.98241 -5.96672 16.92861
C20 -21.93673 -6.72896 17.75624
C21 -23.32242 -6.77201 17.13939
O7 -24.09737 -7.62013 17.98627
C22 -25.53853 -7.61240 17.70664
H42 -17.40954 -8.12215 16.06617
H43 -15.98408 -7.21583 16.36785
H44 -16.63599 -7.34443 14.80038
H45 -18.87955 -6.31426 14.58737
H46 -19.24641 -4.84777 15.52951
H47 -19.38770 -7.39284 17.01401
H48 -20.36324 -7.50516 15.60936
H49 -20.54991 -5.17727 17.38667
H50 -21.85892 -6.27232 18.74291
H51 -21.62129 -7.74559 17.99091
H52 -23.34487 -7.33646 16.20719
H53 -23.77831 -5.78634 17.04607
H54 -26.00566 -6.63784 17.56473
H55 -25.98008 -8.13333 18.55621
H56 -25.76096 -8.27139 16.86738
C23 -12.48944 -8.64411 18.54034
O8 -11.55115 -8.04889 17.62333
C24 -11.13668 -6.71872 17.86542
C25 -9.90032 -6.36361 17.03652
N5 -8.78400 -7.27463 17.29354
C26 -7.86055 -7.46428 16.16879
C27 -6.83325 -8.56779 16.46130
O9 -7.58273 -9.76689 16.59938
C28 -6.88294 -10.90146 17.07297
H57 -12.34625 -8.44050 19.60153
H58 -12.47739 -9.73404 18.53600
H59 -13.50690 -8.38496 18.24754
H60 -10.91866 -6.60273 18.92708
H61 -11.94819 -6.00976 17.70134
H62 -9.68220 -5.29997 17.13239
H63 -10.21844 -6.60679 16.02274
H64 -9.12285 -8.19351 17.54038
H65 -7.26032 -6.57730 15.96605
H66 -8.37616 -7.62199 15.22149
H67 -6.18749 -8.31011 17.30076
H68 -6.12660 -8.77584 15.65790
H69 -7.39238 -11.85405 16.92757
H70 -6.59079 -10.67511 18.09841
H71 -5.90594 -10.98382 16.59675
C29 -18.75896 -10.75511 17.90702
C30 -19.32313 -11.47644 16.68337
C31 -20.75991 -11.80096 16.90529
O10 -19.30309 -10.48000 15.66866
H72 -18.81047 -11.38970 18.79174
H73 -19.39171 -9.89590 18.12948
H74 -17.73505 -10.40203 17.78434
H75 -18.65789 -12.29994 16.42378
H76 -20.75581 -12.58427 17.66325
H77 -21.22876 -12.17201 15.99391
H78 -21.29124 -10.94489 17.32114
H79 -19.59115 -10.94655 14.88066
C32 -22.20096 -6.49148 23.57679
C33 -23.37942 -5.83039 22.85754
C34 -22.91660 -5.03124 21.63291
O11 -24.22106 -6.90635 22.41892
H80 -22.54289 -7.11634 24.40186
H81 -21.58482 -5.73508 24.06292
H82 -21.58840 -7.17505 22.98891
H83 -23.96910 -5.30072 23.60576
H84 -23.79237 -4.72651 21.05997
H85 -22.35685 -5.62107 20.90704
H86 -22.38815 -4.10963 21.87679
H87 -25.13697 -6.65749 22.56306
C35 -14.95126 -3.06166 16.54479
C36 -13.56453 -2.87189 17.19958
C37 -12.79078 -1.94598 16.35175
O12 -13.81892 -2.38466 18.51215
H88 -15.36096 -3.95967 17.00720
H89 -14.72085 -3.33339 15.51465
H90 -15.60485 -2.18953 16.56189
H91 -13.03075 -3.79330 17.43232
H92 -11.92336 -1.59257 16.90921
H93 -13.33114 -1.04907 16.04897
H94 -12.42104 -2.45192 15.45988
H95 -14.41517 -1.63362 18.46709
C38 -19.64809 -3.65106 19.63807
C39 -19.54451 -2.42574 18.75043
C40 -18.08404 -2.26162 18.49009
O13 -20.18409 -2.69398 17.52830
H96 -20.69977 -3.90829 19.76418
H97 -19.26277 -3.52962 20.65043
H98 -19.15422 -4.50404 19.17266
H99 -19.96681 -1.54330 19.23112
H100 -17.50553 -2.24214 19.41369
H101 -17.75675 -1.37387 17.94890
H102 -17.73685 -3.20522 18.06918
H103 -19.84691 -2.03319 16.91898
C41 -14.10667 -8.92003 23.21138
C42 -15.03839 -9.74087 22.28328
C43 -16.52217 -9.56777 22.49500
O14 -14.77634 -9.40622 20.91756
H104 -14.19873 -7.84854 23.03376
H105 -13.05206 -9.11967 23.02153
H106 -14.39474 -9.07149 24.25166
H107 -14.80502 -10.79916 22.40010
H108 -17.10928 -9.77852 21.60114
H109 -16.72651 -8.52851 22.75245
H110 -16.97794 -10.03344 23.36880
H111 -14.80428 -8.44662 20.91689
C44 -6.94018 -6.19813 23.31741
C45 -8.35573 -6.21777 24.01024
C46 -8.54372 -4.94105 24.87658
O15 -9.27715 -6.16456 22.97766
H112 -6.73166 -7.11413 22.76463
H113 -6.25320 -6.12861 24.16081
H114 -6.86146 -5.28352 22.72971
H115 -8.46847 -7.11753 24.61507
H116 -7.90199 -4.99893 25.75575
H117 -9.55081 -4.84098 25.28138
H118 -8.20630 -4.03605 24.37139
H119 -9.41236 -7.04891 22.62947
C47 -9.64604 -2.78002 21.79134
C48 -9.41242 -3.42045 20.43254
C49 -9.40191 -2.45358 19.21282
O16 -8.05482 -3.84572 20.56728
H120 -9.03006 -1.95764 22.15515
H121 -9.79988 -3.50234 22.59301
H122 -10.63386 -2.32115 21.74958
H123 -10.05596 -4.26575 20.18879
H124 -10.40074 -2.05113 19.04407
H125 -9.23594 -3.05295 18.31766
H126 -8.68017 -1.64885 19.35281
H127 -7.97021 -4.18322 21.46201

Forces on the atoms, in the same order (eV/Å):
C 0.37 -0.66 0.23
O -0.19 0.84 -0.43
C -0.34 0.95 1.22
C -0.20 -0.11 -1.53
C -0.27 0.39 0.76
N -0.33 0.03 -0.08
H -0.15 -0.26 -0.53
H 0.40 -0.64 0.25
H -0.17 -0.19 -0.47
H 0.24 0.08 -0.02
H -0.41 0.17 -0.32
H -0.63 -0.08 0.54
H 0.08 0.34 0.18
H -0.20 -0.04 -0.33
H 0.22 -0.22 0.52
H 0.63 -0.25 -0.05
H 0.94 -0.18 0.25
C 0.27 1.47 -0.72
O 0.50 -0.75 0.01
C -0.27 1.18 -0.72
C -1.93 -2.10 0.23
N 0.68 0.35 -0.21
C 2.33 -0.58 1.09
C -0.81 1.60 -0.28
O -0.45 -0.67 -0.44
C -0.29 -0.03 0.86
H -0.17 0.04 0.09
H 0.20 -0.41 -0.28
H 0.25 -0.25 0.61
H -0.30 0.03 -0.13
H 0.08 -0.19 0.61
H 0.05 0.35 0.42
H 0.21 -0.12 0.02
H -0.55 -0.03 0.14
H 0.21 0.30 0.42
H 0.21 -0.36 -0.03
H 0.24 0.14 -0.79
H -0.46 -0.41 -0.56
H -0.20 0.52 -0.05
H -0.31 -0.44 -0.43
H 0.48 0.20 0.33
C 0.76 0.18 -1.54
O -0.90 1.73 0.73
C -0.98 -0.08 0.70
C 1.24 0.43 -0.26
N -0.87 -0.47 -0.14
C -0.64 -1.44 0.55
C 0.62 2.05 0.20
O -0.10 0.12 -1.38
C 0.59 -0.77 0.34
H 0.47 -0.59 0.14
H 0.23 -1.05 0.01
H -0.51 0.37 0.05
H 0.24 0.08 -0.10
H 0.13 -0.41 0.18
H -0.04 0.23 0.27
H -0.20 -0.26 -0.13
H 0.44 0.37 -0.64
H 0.11 0.16 0.13
H -0.43 -0.26 0.03
H 0.43 0.18 -0.33
H -0.22 -0.33 0.56
H -0.41 -0.76 -0.20
H -0.09 0.23 0.58
H 0.15 0.31 0.14
C 0.71 0.55 0.04
O 1.39 -2.31 0.29
C -1.01 -0.78 -1.07
C -0.45 0.63 0.88
N 0.28 -1.15 -0.81
C 1.08 0.94 0.00
C -0.48 -1.17 0.68
O -1.90 0.69 0.40
C 1.45 -1.11 0.56
H -1.03 0.43 0.58
H -0.09 0.51 0.30
H -0.30 0.80 -0.50
H 0.26 0.49 -0.57
H 0.00 -0.02 0.11
H 0.17 -0.15 0.35
H -0.17 0.18 -0.18
H -0.26 -0.01 0.30
H -0.95 0.24 0.16
H 0.21 -0.32 -0.52
H 0.58 0.69 -0.71
H 0.09 0.12 -0.13
H 0.37 0.19 0.06
H -0.05 0.34 0.16
H 0.11 0.22 -0.47
C -0.16 0.21 -0.33
O 0.05 -0.84 0.28
C 0.15 0.00 1.10
C -0.76 -1.80 -0.58
N 0.87 0.36 0.30
C 0.73 0.32 0.28
C -0.68 -0.61 -0.57
O -0.70 -0.61 0.19
C 1.22 1.21 0.23
H 0.28 0.71 -0.03
H 0.55 -0.03 -0.70
H -0.15 0.33 0.17
H 0.28 -0.07 0.39
H -0.17 0.17 -0.51
H 0.29 -0.10 0.09
H -0.21 0.66 -0.63
H -0.34 -0.02 0.02
H -0.06 0.43 0.34
H -0.25 -0.54 -0.19
H -0.38 -0.11 0.66
H 0.02 0.58 -0.57
H -0.44 0.46 0.15
H -0.36 -0.61 0.53
H 0.16 -0.10 -0.60
C -0.19 -0.26 0.33
C 0.50 1.99 0.72
C 0.02 -1.27 0.75
O 0.58 0.01 -0.83
H 0.15 -0.15 0.02
H 0.00 0.11 -0.16
H 0.00 -0.13 -0.16
H -0.27 -0.35 -0.12
H -0.55 -0.26 0.03
H -0.17 0.02 0.08
H 0.00 0.04 -0.28
H -0.05 0.31 -0.39
C -0.12 0.14 0.88
C 0.81 -1.35 -0.34
C -0.94 0.47 0.04
O -0.17 -0.19 -0.17
H -0.39 0.01 0.04
H 0.32 0.10 -0.29
H -0.06 0.36 -0.51
H 0.30 0.73 -0.17
H -0.23 0.14 0.07
H 0.30 -0.26 0.44
H 0.25 -0.15 0.16
H 0.00 -0.01 -0.13
C 1.52 -1.89 -0.28
C -2.40 0.62 0.53
C 1.69 0.78 -0.08
O 0.53 0.28 0.75
H -0.75 0.29 -0.02
H -0.50 0.05 -0.29
H 0.19 -0.04 0.27
H -0.08 -0.23 -0.63
H 0.23 0.02 -0.06
H -0.32 -0.11 0.00
H -0.07 0.03 -0.09
H -0.03 0.14 -0.05
C -1.22 -0.22 0.11
C 0.93 -0.36 0.79
C 1.44 -0.03 0.67
O -0.62 -0.09 -0.34
H -0.16 -0.16 -0.03
H 0.25 0.27 -0.14
H 0.09 -0.02 0.00
H -0.20 0.09 0.11
H -0.23 0.30 0.33
H -0.24 -0.09 -0.46
H 0.10 0.22 -0.76
H -0.17 -0.03 -0.33
C -0.82 -0.03 -0.31
C 0.50 -0.22 -0.21
C -0.75 1.19 1.00
O 0.43 -0.38 0.36
H -0.40 0.16 -0.19
H -0.07 -0.47 0.17
H 0.32 -0.19 0.12
H 0.23 -0.08 -0.14
H 0.28 -0.33 0.06
H 0.03 0.52 -0.40
H 0.31 -0.73 -0.05
H -0.06 0.69 -0.62
C -0.84 0.01 2.02
C 1.93 1.32 -0.27
C 0.60 -0.86 0.30
O -1.70 -0.10 -0.77
H -0.11 0.22 -0.18
H 0.56 -0.02 -0.23
H 0.11 -0.29 -0.17
H -0.06 -0.06 0.15
H 0.15 -0.20 0.07
H -0.13 0.04 -0.39
H -0.36 -0.04 -0.31
H 0.03 -0.02 -0.20
C -3.03 0.56 0.03
C 2.11 1.56 0.18
C -0.91 -0.81 0.73
O 0.62 -0.84 -0.82
H 0.68 -0.33 -0.63
H 0.50 -0.35 -0.09
H -0.43 0.25 0.06
H -0.28 -0.06 0.38
H -0.11 0.28 0.29
H 0.60 0.11 -0.02
H 0.02 -0.18 -0.15
H 0.04 -0.24 -0.06

Computed properties:
Structure (SMILES): COC[C@H](C)N.COCCNCCOC.COCCNCCOC.COCCNCCOC.COCCNCCOC.CC(C)O.CC(C)O.CC(C)O.CC(C)O.CC(C)O.CC(C)O.CC(C)O
Kohn-Sham gap: 8.867 eV



Q: Among the records above, which one has the highest Kohn-Sham gap?
A: C3H11NO2